(1)
Here is a structure of composition C5H9NO3P at a distorted geometry from the OMol25 dataset. Energies are from ωB97M-V/def2-TZVPD.

Calculated values
Gap between HOMO and LUMO in eV: 7.011
Energy relative to the best compared isomer or geometry (same formula, charge and spin) in eV: 3.363
Total charge: -1

XYZ file:
```
19
Properties=species:S:1:pos:R:3:forces:R:3
C 1.0135 -1.0188 -1.1776 -1.793 2.540 0.890
C -0.4299 -0.7438 -1.6651 3.823 5.321 1.743
C -0.5484 -0.5797 1.1721 0.297 -1.051 -0.376
C -0.0937 -0.4463 -0.2936 0.303 0.396 3.993
C -0.3430 0.8990 1.2235 2.133 -1.111 -1.310
N 0.8713 1.3920 1.7406 1.152 -0.284 1.748
O -1.3646 3.1045 2.2491 -0.144 -0.282 -0.762
O -1.2849 2.8181 -0.3676 0.622 1.136 2.743
O -2.9510 1.4278 0.9706 -1.049 -0.574 0.078
P -1.6679 2.1204 1.1615 0.768 1.190 -1.612
H 1.2981 -2.0103 -0.9868 0.569 -1.176 0.150
H 1.7445 -0.2610 -1.4653 0.166 -0.618 -0.273
H -0.4428 0.2501 -2.1274 -0.145 -0.402 -0.810
H -1.1242 -1.3205 -2.0120 -3.721 -4.070 -1.808
H -1.6542 -0.7346 1.2318 0.933 -0.486 0.283
H 0.1428 -1.2111 1.9083 -1.599 1.111 -1.424
H 1.2075 0.9322 2.6442 -0.799 0.503 -1.760
H 0.9164 2.4134 1.9104 -0.610 -1.030 -0.414
H -1.6921 2.3217 -1.0409 -0.906 -1.112 -1.080
```
Positions in Å, forces in eV/Å.

---

(2)
Here is a structure of composition C3H2HgNaO2 at a distorted geometry from the OMol25 dataset. Energies are from ωB97M-V/def2-TZVPD.

Calculated values
⟨S²⟩: 2.01
Gap between HOMO and LUMO (alpha / beta) in eV: 8.035 / 3.263
Multiplicity: 3
Total charge: +1

XYZ file:
```
9
Properties=species:S:1:pos:R:3:forces:R:3
C 1.8604 -1.5656 -0.1885 0.432 0.392 -0.149
C 2.4543 -0.4127 -0.3144 -0.323 0.064 -0.575
H 2.5956 -2.3825 -0.2628 -0.346 0.106 0.200
H 3.4506 -0.0551 -0.5771 -0.297 -0.161 0.298
O 1.6529 0.9253 -0.3733 -0.178 -0.119 0.428
C 0.4583 1.1102 -0.0559 0.856 0.606 -0.380
O -0.4930 0.3720 0.1818 -0.794 -0.876 0.180
Na -0.4914 -2.0128 -0.2902 0.186 0.015 0.058
Hg -2.6409 1.6560 0.7144 0.462 -0.026 -0.060
```
Positions in Å, forces in eV/Å.

---

Calculated E in order - -817.75763 -581.29082 hartree